# 1
10
Properties=species:S:1:pos:R:3:forces:R:3 method="wB97M-V/def2-TZVPD" lumo_energy_ev=0.29 homo_energy_ev=-8.8 smiles="C=[NH+][O-].PI" charge=0 e_above_lowest_kj_mol=175.8
C 0.035935 -2.326728 -0.170234 -0.310 0.142 -1.400
N 0.877274 -1.362932 -0.083120 1.325 1.999 0.826
O 0.836675 -0.426357 0.853379 0.315 -1.710 -1.843
H 0.074616 -2.965758 -1.137258 -0.283 0.950 2.248
H -0.726688 -2.122992 0.605013 0.000 -1.181 -0.750
H 1.675176 -1.274794 -0.775607 -1.082 -0.124 0.918
P -0.379685 2.997275 0.711687 1.641 0.901 0.314
I -0.321222 2.656370 -1.650559 0.114 0.005 -1.023
H -1.720794 3.182872 0.731448 -1.460 -0.071 0.217
H -0.351287 1.643043 0.915250 -0.261 -0.912 0.493

***

# 2
9
Properties=species:S:1:pos:R:3:forces:R:3 method="wB97M-V/def2-TZVPD" lumo_energy_ev=0.22 homo_energy_ev=-8.7 smiles=CNPI charge=0 e_above_lowest_kj_mol=127.2
C -0.578868 -1.108693 -0.212135 2.067 -2.482 0.447
N -0.159287 0.206452 0.065665 -4.279 2.651 -1.363
P 1.298018 0.877468 -0.257374 0.782 0.319 -0.251
I 1.560001 1.469688 2.088441 0.803 0.784 0.703
H -0.569707 -1.727022 0.716572 -0.677 0.346 -0.447
H -1.539071 -1.023395 -0.679463 -0.406 -0.873 -0.356
H 0.219381 -1.636314 -0.813901 -1.158 0.417 -0.053
H -1.031201 0.837164 -0.104844 2.540 -1.108 0.883
H 0.800734 2.104652 -0.802960 0.328 -0.055 0.437

***

# 3
9
Properties=species:S:1:pos:R:3:forces:R:3 method="wB97M-V/def2-TZVPD" lumo_energy_ev=-0.11 homo_energy_ev=-8.6 smiles="[H]/P=N/C.I" charge=0 e_above_lowest_kj_mol=302.4
H 0.828647 1.785616 -1.034151 1.223 1.527 -1.181
P 0.661580 0.654423 -0.328764 -0.768 -1.237 0.804
N -0.884406 0.818280 -0.507204 -0.519 0.700 1.201
C -1.896794 0.006552 0.140889 -0.177 1.840 -0.981
H -1.550150 -0.964651 0.323387 0.130 -1.538 0.962
H -2.491241 0.530626 0.919699 1.136 -0.299 0.135
H -2.619399 0.020633 -0.625646 -1.330 -0.910 -0.983
I 4.024980 -0.664359 0.409722 0.389 1.067 -0.175
H 3.926781 -2.187121 0.702066 -0.084 -1.150 0.217

***

# 4
9
Properties=species:S:1:pos:R:3:forces:R:3 method="wB97M-V/def2-TZVPD" lumo_energy_ev=0.07 homo_energy_ev=-9.1 smiles="[H]/N=P/C.I" charge=0 e_above_lowest_kj_mol=208.3
H -3.760381 -0.476581 -0.142593 -0.267 -0.525 0.333
N -2.780074 -0.746858 -0.058483 -0.186 0.216 -0.554
P -2.076634 0.500088 0.555366 1.100 0.725 -0.425
C -0.262262 0.038512 0.376830 -3.197 -0.530 -1.755
H -0.131703 -0.277982 1.334568 1.109 -1.445 2.787
H 0.433203 0.765152 0.152789 1.197 1.898 -0.489
H -0.263478 -0.753592 -0.360414 0.252 -0.341 0.100
I 4.641784 -0.299130 -0.864736 -0.082 0.237 -0.015
H 4.199546 1.250391 -0.993327 0.073 -0.234 0.017